[1]
The following is a DFT calculation (ωB97M-V/def2-TZVPD) of C25H25N3O3S in the gas phase in a non-equilibrium geometry.

```
57
Properties=species:S:1:pos:R:3:mulliken_charge:R:1
C 1.7892 4.3114 5.4331 -0.833
O 2.4926 3.2151 4.8980 -0.466
C 2.0446 2.6515 3.7492 0.859
C 0.9265 3.0699 3.0355 -0.871
C 0.5709 2.4256 1.8653 -0.240
C 1.3012 1.3428 1.3934 0.141
C 0.9623 0.6704 0.1368 0.686
C 0.8159 1.4162 -1.0454 1.043
C 0.8547 2.8260 -1.0541 -0.394
N 0.8464 3.9719 -1.1053 -0.605
C 0.6323 0.7198 -2.2446 -0.045
S 0.3259 1.5911 -3.7740 -0.138
C -1.4552 1.9669 -3.4174 -1.198
C -2.0877 0.8261 -2.7233 0.833
C -2.2615 -0.4991 -3.2319 0.628
C -1.9098 -0.9890 -4.5831 -1.586
N -2.7654 -1.2719 -2.3110 -0.621
O -2.9372 -0.5216 -1.1902 -0.178
C -2.5232 0.7359 -1.4266 0.715
C -2.6301 1.7226 -0.3245 -1.473
N 0.6116 -0.5884 -2.3212 -0.387
C 0.6865 -1.3143 -1.2138 0.284
C 0.8417 -0.7256 0.0484 -0.028
C 0.7336 -1.5699 1.2651 0.487
O 0.3758 -1.1323 2.3336 -0.611
C 1.0245 -3.0292 1.0257 -1.566
C 0.1825 -3.5570 -0.1474 2.087
C 0.4546 -5.0487 -0.3441 -2.171
C -1.3045 -3.3440 0.1392 -1.689
C 0.5902 -2.7914 -1.4098 -1.313
C 2.4198 0.9229 2.1165 -0.199
C 2.7902 1.5702 3.2698 -0.914
H 1.7806 5.1591 4.7409 0.334
H 2.3257 4.5912 6.3382 0.246
H 0.7608 4.0403 5.6917 0.329
H 0.3234 3.8959 3.3768 0.427
H -0.3063 2.7597 1.3324 0.390
H -1.8900 2.1420 -4.4003 0.533
H -1.4941 2.8805 -2.8252 0.404
H -2.3782 -0.3669 -5.3438 0.402
H -2.2384 -2.0172 -4.6974 0.398
H -0.8299 -0.9332 -4.7136 0.305
H -3.6727 2.0004 -0.1711 0.497
H -2.0602 2.6175 -0.5615 0.318
H -2.2615 1.2821 0.6008 0.288
H 0.8094 -3.5849 1.9396 0.467
H 2.0868 -3.1394 0.7901 0.399
H -0.1032 -5.4219 -1.1996 0.428
H 0.1472 -5.6095 0.5351 0.429
H 1.5131 -5.2337 -0.5157 0.454
H -1.9085 -3.7265 -0.6796 0.455
H -1.5925 -3.8572 1.0537 0.418
H -1.5370 -2.2886 0.2574 0.258
H -0.1144 -2.9798 -2.2220 0.297
H 1.5728 -3.1361 -1.7505 0.374
H 3.0100 0.0940 1.7530 0.499
H 3.6581 1.2586 3.8286 0.418
```

Results
energy relative to the best compared isomer or geometry (same formula, charge and spin) = 2.233 eV
lowest unoccupied orbital energy = -0.36 eV
E = -47778.166 eV
F_max = 1.247 eV/A
SMILES string = COc1ccc(-c2c(C#N)c(SCc3c(C)noc3C)nc3c2C(=O)CC(C)(C)C3)cc1
net charge = 0

=====

[2]
The following is a DFT calculation (ωB97M-V/def2-TZVPD) of C23H30ClN5O2S in the gas phase.

```
62
Properties=species:S:1:pos:R:3:mulliken_charge:R:1
C 2.8224 -1.8598 -4.0709 -1.015
S 1.9418 -2.1865 -2.5136 0.175
C 3.4018 -2.5935 -1.4889 -0.928
C 3.0178 -2.8783 -0.0471 -1.155
C 2.2479 -1.7064 0.5654 0.117
N 2.3961 -1.6486 2.0087 -0.046
C 2.6107 -0.4785 2.6511 0.528
O 3.0642 0.5059 2.1064 -0.644
C 2.1412 -0.4870 4.1026 -1.522
C 0.6546 -0.2823 3.9793 0.562
C 0.1601 0.9814 3.6756 -0.301
C -1.1862 1.1788 3.4357 -0.420
C -2.0506 0.0976 3.4970 0.256
Cl -3.7315 0.3327 3.1830 -0.201
C -1.5806 -1.1687 3.8023 -0.726
C -0.2298 -1.3521 4.0370 -0.237
C 0.7330 -1.8988 0.3387 -0.075
O 0.2722 -3.0287 0.4075 -0.709
N -0.0387 -0.8100 0.2285 0.836
C 0.3645 0.5706 0.0913 -0.193
C 0.1707 1.0203 -1.3559 -1.018
C -1.3098 0.8668 -1.7741 1.690
C -1.7433 -0.5822 -1.4893 -1.317
C -1.4534 -0.9806 -0.0458 -0.527
N -1.5220 1.0985 -3.2047 -0.448
C -1.5299 2.4801 -3.6446 -0.689
C -2.7969 3.1654 -3.1155 -0.696
C -2.8456 2.8642 -1.6652 -0.262
N -3.5211 3.5296 -0.6784 -0.088
C -3.2244 2.8955 0.4848 -0.733
N -2.4165 1.8906 0.3007 -0.265
C -2.1717 1.8493 -1.0428 -0.614
H 2.0726 -1.6065 -4.8126 0.370
H 3.5093 -1.0285 -3.9360 0.272
H 3.3600 -2.7521 -4.3794 0.365
H 3.8801 -3.4647 -1.9394 0.548
H 4.0776 -1.7373 -1.5457 0.466
H 3.9291 -3.0554 0.5283 0.316
H 2.3860 -3.7684 0.0047 0.315
H 2.6306 -0.7670 0.1661 0.551
H 1.9286 -2.3947 2.5033 0.369
H 2.3793 -1.4305 4.5916 0.372
H 2.6114 0.3395 4.6338 0.426
H 0.8443 1.8137 3.6080 0.378
H -1.5634 2.1565 3.1834 0.340
H -2.2611 -2.0041 3.8450 0.433
H 0.1310 -2.3432 4.2726 0.417
H 1.3910 0.7292 0.4149 0.463
H -0.2922 1.1619 0.7369 -0.125
H 0.4857 2.0604 -1.4574 0.453
H 0.7840 0.3987 -2.0139 0.076
H -2.8075 -0.6841 -1.6990 0.339
H -1.1926 -1.2449 -2.1606 0.495
H -1.7053 -2.0283 0.1202 0.601
H -2.0184 -0.3421 0.6364 -0.098
H -0.8452 0.5576 -3.7309 0.364
H -1.5313 2.4859 -4.7366 0.497
H -0.6490 3.0488 -3.3003 0.254
H -2.7639 4.2409 -3.3045 0.414
H -3.6734 2.7503 -3.6206 0.271
H -4.1246 4.3257 -0.8009 0.198
H -3.6194 3.1971 1.4339 0.527
```

Results
energy relative to the best compared isomer or geometry (same formula, charge and spin) = 0.130 eV
lowest unoccupied orbital energy = 0.64 eV
E = -59243.360 eV
F_max = 0.801 eV/A
SMILES string = CSCC[C@H](NC(=O)Cc1ccc(Cl)cc1)C(=O)N1CCC2(CC1)NCCc1[nH]cnc12
net charge = 0

=====

[3]
The following is a DFT calculation (ωB97M-V/def2-TZVPD) of 2 unconnected molecules or ions with the total composition C2H6NS in a non-equilibrium geometry.

```
10
Properties=species:S:1:pos:R:3:lowdin_spin:R:1
S -1.5527 -1.8393 0.8125 0.021
H -1.7105 -1.0372 1.8779 0.001
C 1.9738 1.6836 -1.3456 0.576
C 0.8148 1.1381 -0.9482 0.067
N 0.4126 0.9790 0.3750 0.005
H 2.6401 2.2336 -0.6970 0.143
H 2.2090 1.6461 -2.4043 0.152
H 0.0669 0.8549 -1.6749 0.014
H 1.0822 0.8819 1.1225 0.022
H -0.4148 0.3854 0.4649 0.001
```

Results
energy relative to the best compared isomer or geometry (same formula, charge and spin) = 0.083 eV
lowest unoccupied orbital energy (spin up / spin down) = 6.74 / 6.71 eV
E = -14492.891 eV
F_max = 1.486 eV/A
net charge = -2
2S+1 = 2